Record 1
Molecular formula: H5N4O
Method: DFT, wB97M-V/def2-TZVPD

```
10
Properties=species:S:1:pos:R:3:forces:R:3
N 0.50495 -1.43779 0.56682 1.1 -1.2 0.3
N -1.27406 1.41631 -0.48462 0.4 0.7 0.8
N 0.72908 -0.13483 1.01571 -1.3 0.6 -0.1
N 0.75728 0.84637 -0.05375 1.9 -0.2 -0.9
O 1.33349 0.28209 -1.03841 -1.1 1.1 0.8
H 1.34365 -1.61434 -0.06755 -2.3 0.2 0.6
H -0.44460 -1.56361 0.16440 1.3 0.3 -0.4
H -1.41499 1.59467 -1.47384 0.3 -0.1 -0.4
H -1.56930 0.47758 -0.35771 -0.7 -1.3 0.0
H 0.03450 0.13355 1.72895 0.4 0.0 -0.8
```
Forces are in eV/Å.

Summary:
Highest occupied orbital energy (alpha / beta) in eV: -2.01 / -2.00
ΔE to the lowest compared entry with this formula, charge and spin in kcal/mol: 49.9
Net charge: -1
M in g mol⁻¹: 77.067
Calculated total energy in eV: -8084.3941
HOMO-LUMO gap (alpha / beta) in eV: 6.89 / 6.89

---

Record 2
Molecular formula: C31H36BN3O4ReS3SbSi
Method: DFT, wB97M-V/def2-TZVPD

```
81
Properties=species:S:1:pos:R:3:forces:R:3
Re 0.91578 1.34245 0.55516 1.6 0.0 0.2
S 4.02009 3.16843 3.66603 0.1 0.0 0.1
Sb 3.30283 1.14891 3.07602 -0.2 0.2 -0.1
S 0.76524 1.55352 2.81145 -0.4 -0.1 0.1
S 3.18291 1.29735 0.54793 -0.2 0.0 -0.1
C -0.72220 -0.51125 -2.61463 0.1 0.0 0.0
Si 0.95459 0.32639 -2.57311 -0.1 0.1 0.1
C 1.33719 0.72325 -4.37689 0.0 -0.1 0.1
C 2.39277 -0.79134 -2.13625 -0.1 0.1 0.0
N 0.81759 1.72279 -1.43122 -0.4 -0.2 -0.1
C 0.58400 3.04145 -1.86584 0.0 0.1 0.1
C 0.34875 3.42304 -3.18820 0.0 0.0 -0.1
C 0.11630 4.74316 -3.53944 0.0 0.1 0.1
C 0.09206 5.73666 -2.57528 0.0 0.0 0.0
C 0.28651 5.39743 -1.24485 0.0 -0.1 0.0
C 0.52195 4.07671 -0.91692 -0.1 0.1 -0.2
O 0.65411 3.65395 0.38618 0.0 -0.2 0.1
C 0.72850 4.60303 1.41385 0.0 0.1 0.0
C 1.94992 5.17343 1.70388 -0.1 0.0 0.0
C 2.01507 6.08144 2.74967 0.0 0.0 0.0
C 0.87495 6.39570 3.47389 0.0 0.0 0.0
C -0.33871 5.79707 3.16585 0.0 0.0 0.0
C -0.42046 4.88638 2.12492 0.0 0.0 0.0
H -0.63096 -1.48281 -3.10311 0.0 -0.1 -0.1
H -1.41626 0.08930 -3.20718 0.0 0.0 0.0
H -1.15358 -0.68212 -1.63129 0.0 0.0 0.0
H 1.61614 -0.24278 -4.80566 0.0 -0.1 0.0
H 2.18804 1.38944 -4.51405 0.0 0.1 0.0
H 0.49610 1.09320 -4.95924 0.0 0.0 0.0
H 2.16361 -1.78766 -2.51950 0.0 -0.1 0.0
H 2.63987 -0.88269 -1.08642 0.0 0.0 0.0
H 3.28319 -0.43187 -2.65389 0.1 0.0 0.0
H 0.34568 2.68205 -3.96600 0.0 0.0 0.1
H -0.04990 4.98745 -4.57904 0.0 0.0 0.0
H -0.08991 6.76713 -2.84558 0.0 0.0 0.0
H 0.25384 6.14592 -0.46679 0.0 0.0 0.0
H 2.83039 4.87899 1.15120 0.0 0.0 0.0
H 2.96673 6.51939 3.01395 0.0 0.0 0.0
H 0.93633 7.09589 4.29456 0.0 0.0 0.0
H -1.22218 6.03200 3.74350 0.0 0.0 0.0
H -1.34933 4.39480 1.86840 0.0 0.0 0.0
N -6.35048 0.94682 1.63107 0.0 0.0 0.0
C -5.67856 1.26248 0.49981 0.0 0.0 0.0
O -6.23557 1.54925 -0.53848 0.0 0.0 0.0
C -4.16972 1.24502 0.57824 0.0 0.0 0.0
C -3.43759 0.74543 1.64651 0.0 0.0 0.0
C -2.05796 0.79067 1.60077 0.0 -0.1 0.0
N -1.38132 1.29227 0.55991 -0.1 0.0 0.0
C -2.08937 1.75243 -0.48036 0.0 0.0 0.0
C -3.46959 1.75303 -0.50611 0.0 0.0 0.1
H -7.35527 0.97052 1.59905 0.0 0.0 0.0
H -5.89757 0.78042 2.50911 0.0 0.0 0.0
H -3.89729 0.30153 2.51779 0.0 0.0 0.0
H -1.45571 0.41643 2.41768 0.0 0.0 0.0
H -1.52249 2.12959 -1.31658 0.0 0.0 0.0
H -4.00684 2.13762 -1.36019 0.0 0.0 0.0
C -0.34488 -7.44084 1.22123 0.0 0.0 0.0
C 0.62614 -6.76867 0.24199 0.0 0.0 0.0
C 0.00694 -6.81179 -1.15510 0.0 0.0 0.0
C 1.93768 -7.56170 0.20603 0.0 0.0 0.0
C 0.89439 -5.33853 0.70895 0.0 0.0 0.1
C 1.55622 -5.13031 1.92418 0.0 0.0 0.0
C 1.82383 -3.86343 2.43282 0.0 0.0 -0.1
C 1.40251 -2.79427 1.67442 0.0 -0.1 0.0
O 1.52547 -1.45201 1.91719 0.1 0.1 0.0
B 0.96202 -0.79683 0.81333 -0.2 0.1 -0.1
O 0.44680 -1.76160 -0.06871 -0.1 0.1 0.0
C 0.74762 -2.98234 0.47337 0.0 -0.1 0.1
C 0.47641 -4.23351 -0.03436 0.0 0.0 0.0
H -0.55790 -8.46250 0.90257 0.0 0.0 0.0
H -1.28700 -6.89362 1.27075 0.0 0.0 0.0
H 0.07184 -7.48120 2.22701 0.0 0.0 0.0
H -0.12684 -7.84947 -1.46170 0.0 0.0 0.0
H 0.64477 -6.32539 -1.89416 0.0 0.0 0.0
H -0.97280 -6.33378 -1.17917 0.0 0.0 0.0
H 1.75670 -8.56369 -0.18500 0.0 -0.1 0.0
H 2.37493 -7.66838 1.19744 0.0 0.0 0.0
H 2.67252 -7.07204 -0.43377 0.0 0.0 0.0
H 1.87739 -5.98526 2.50245 0.0 0.0 0.0
H 2.33993 -3.72406 3.37166 0.0 0.0 0.0
H -0.03689 -4.33387 -0.97773 0.0 0.0 0.0
```
Forces are in eV/Å.

Summary:
Highest occupied orbital energy (alpha / beta) in eV: -7.19 / -7.47
ΔE to the lowest compared entry with this formula, charge and spin in kcal/mol: 10.8
Net charge: 0
M in g mol⁻¹: 957.712
Calculated total energy in eV: -95125.2459
HOMO-LUMO gap (alpha / beta) in eV: 5.36 / 6.23
Spin multiplicity: 3

---

Record 3
Molecular formula: C2H6N3
Method: DFT, wB97M-V/def2-TZVPD

```
11
Properties=species:S:1:pos:R:3:forces:R:3
C 1.61263 0.91110 -0.63894 0.5 -0.9 -1.5
N 0.97015 0.23266 0.21151 -3.3 -0.8 0.4
C -0.45735 -0.25729 0.24944 5.6 -1.7 -1.8
N -1.23672 0.59722 0.77757 -2.6 -1.7 0.0
N -0.59704 -1.57180 -0.07167 -3.1 3.1 1.8
H 2.61468 1.11116 -0.27703 0.2 0.5 -0.2
H 1.45570 1.11698 -1.76148 -0.6 -0.1 1.8
H -0.96855 1.50329 0.87124 1.3 3.0 0.4
H -2.21370 0.46637 0.85399 -1.1 -0.5 0.3
H 0.22284 -1.93786 -0.40790 2.0 -1.6 -0.9
H -1.40265 -2.17183 0.19328 1.0 0.8 -0.4
```
Forces are in eV/Å.

Summary:
Highest occupied orbital energy in eV: -15.03
SMILES string: C=NC(N)=[NH2+]
ΔE to the lowest compared entry with this formula, charge and spin in kcal/mol: 26.4
Net charge: +1
M in g mol⁻¹: 72.091
Calculated total energy in eV: -6633.9404
HOMO-LUMO gap in eV: 11.33

---

Record 4
Molecular formula: C8H11NO3
Method: DFT, wB97M-V/def2-TZVPD

```
23
Properties=species:S:1:pos:R:3:forces:R:3
C 1.81066 -1.19226 0.07114 0.0 -4.5 0.0
C 0.51068 -0.51873 0.53091 3.2 3.2 -2.5
C 0.86431 0.99452 0.20648 -4.8 -1.1 0.0
C -0.48618 1.67212 0.55131 -0.6 2.7 -3.9
C -1.45352 0.75553 -0.22721 1.0 -1.5 2.2
C -2.74304 0.79040 -0.38148 -1.1 -0.2 -0.7
O -3.82704 1.59932 -0.31944 -0.6 1.0 -0.4
C -4.05982 0.29069 -0.77467 -0.1 -0.9 -2.2
N -4.81872 -0.53734 0.18184 0.9 0.1 -0.4
O -5.38449 -1.47997 -0.31469 -0.6 -0.6 0.1
O -4.72725 -0.23775 1.33075 -0.4 -0.1 1.4
C -0.78001 -0.65851 -0.25699 -1.2 -0.1 -0.8
H 2.35823 -0.93732 -0.87056 -1.3 0.2 0.4
H 1.58905 -2.35556 0.02966 0.6 2.0 -0.3
H 2.62137 -1.19451 0.80700 -0.4 0.5 0.3
H 0.48338 -0.50386 1.62382 -0.8 -0.7 -0.2
H 1.12050 1.16543 -0.81194 -0.2 -0.2 -1.1
H 1.64827 1.29653 0.72245 3.5 1.5 2.8
H -0.63986 2.81633 0.23446 0.6 -2.4 0.4
H -0.81616 1.68058 1.53902 0.0 -0.4 2.0
H -4.51574 -0.05380 -1.80832 1.4 1.5 1.8
H -1.35802 -1.44840 0.20404 -0.7 0.0 0.2
H -0.84494 -0.89997 -1.35090 1.4 -0.3 0.9
```
Forces are in eV/Å.

Summary:
Highest occupied orbital energy in eV: -9.31
SMILES string: C[C@H]1CC/C(=C2\O[C@@H]2[N+](=O)[O-])C1
ΔE to the lowest compared entry with this formula, charge and spin in kcal/mol: 161.4
Net charge: 0
M in g mol⁻¹: 169.180
Calculated total energy in eV: -16100.1503
HOMO-LUMO gap in eV: 9.48

---

> Which of these has the highest M?

C31H36BN3O4ReS3SbSi